Formula: C6H7P
Source: the Open Molecules 2025 dataset
Level of theory: ωB97M-V with the def2-TZVPD basis set

Computed properties:
- net charge = 0
- lowest unoccupied orbital energy (eV) = 0.15
- F_max (eV/A) = 5.37

Cartesian coordinates (Å):
C (-2.597, -0.883, 0.292)
C (3.280, -0.962, -0.405)
C (-1.661, -0.510, -0.365)
C (2.410, -0.319, 0.128)
C (-0.757, 0.151, -1.256)
C (0.676, 0.539, 1.070)
P (0.030, 1.572, -0.255)
H (-3.147, -1.444, 1.025)
H (4.137, -1.104, -0.935)
H (0.213, -0.538, -1.259)
H (-1.113, 0.410, -2.390)
H (0.281, -0.354, 1.440)
H (1.364, 1.018, 1.763)
H (-1.024, 2.068, 0.501)

Atoms 1-2, force components in eV/Å:
C 0.3713 -0.9155 0.9389
C -1.3837 1.1796 0.8168

Löwdin atomic charge list, values in e, 8 entries:
1. C 0.097
2. C -0.037
3. C -0.316
4. C -0.075
5. C -0.422
6. C -0.274
7. P 0.831
8. H 0.031

***

Formula: C2HFIO2
Source: the Open Molecules 2025 dataset
Level of theory: ωB97M-V with the def2-TZVPD basis set

Computed properties:
- net charge = -1
- lowest unoccupied orbital energy (eV) = 3.29
- F_max (eV/A) = 2.57

Cartesian coordinates (Å):
C (-1.857, -0.775, 0.849)
C (1.572, 1.060, -0.782)
O (-1.507, -1.715, 1.428)
O (-2.250, 0.082, 0.176)
F (2.125, 0.287, -1.811)
I (1.522, -0.089, 1.186)
H (0.395, 1.151, -1.045)

Atoms 1-2, force components in eV/Å:
C 0.3227 -0.6901 -0.5305
C -1.4095 1.9959 -0.7974

Charges in e, computed with Löwdin, in the same order as the atoms:
1. C -0.521
2. C -0.696
3. O 0.119
4. O 0.166
5. F -0.315
6. I 0.309
7. H -0.061

***

Formula: C10H10N2
Source: the Open Molecules 2025 dataset
Level of theory: ωB97M-V with the def2-TZVPD basis set

Computed properties:
- net charge = 0
- SMILES = c1ccncc1.c1ccncc1
- lowest unoccupied orbital energy (eV) = 0.49
- F_max (eV/A) = 8.20

Cartesian coordinates (Å):
C (-0.718, -1.535, 1.848)
C (0.725, -1.481, 2.214)
C (1.502, -1.994, 1.338)
N (1.187, -2.482, 0.069)
C (-0.088, -2.310, -0.242)
C (-1.091, -1.930, 0.576)
H (-1.542, -1.407, 2.640)
H (1.241, -0.687, 3.135)
H (2.511, -2.052, 1.648)
H (-0.304, -2.522, -1.306)
H (-2.192, -2.022, 0.262)
C (-1.077, 1.305, -1.344)
C (0.197, 0.876, -1.879)
C (1.200, 1.729, -1.760)
N (1.053, 2.861, -0.951)
C (-0.045, 3.057, -0.268)
C (-1.185, 2.327, -0.492)
H (-1.720, 0.428, -1.651)
H (0.270, -0.181, -2.223)
H (2.149, 1.631, -2.050)
H (0.150, 3.710, 0.656)
H (-2.223, 2.680, -0.220)

Atoms 1-2, force components in eV/Å:
C -0.0209 0.1882 2.2337
C -5.0122 4.7853 4.3754

Löwdin atomic charge list, values in e, 8 entries:
1. C -0.056
2. C -0.107
3. C -0.222
4. N 0.093
5. C -0.235
6. C -0.123
7. H 0.122
8. H 0.196

***

Formula: C3H9OS
Source: the Open Molecules 2025 dataset
Level of theory: ωB97M-V with the def2-TZVPD basis set

Computed properties:
- net charge = -1
- lowest unoccupied orbital energy (eV) = 3.80
- F_max (eV/A) = 2.42

Cartesian coordinates (Å):
C (-0.128, -0.734, -2.155)
O (0.878, 0.042, -1.604)
H (-0.953, -0.054, -2.443)
H (-0.527, -1.526, -1.496)
H (0.150, -1.206, -3.118)
C (-0.254, -0.692, 2.077)
S (-1.078, 0.682, 1.162)
C (0.295, 1.538, 0.541)
H (0.635, -0.315, 2.584)
H (-0.951, -1.066, 2.822)
H (0.070, -1.437, 1.346)
H (0.051, 2.417, -0.049)
H (0.584, 0.764, -0.765)
H (1.228, 1.587, 1.097)

Atoms 1-2, force components in eV/Å:
C -0.4359 1.0158 -0.2974
O 0.5924 -0.3382 -0.2471

Löwdin atomic charge list, values in e, 8 entries:
1. C -0.312
2. O -0.305
3. H 0.055
4. H 0.048
5. H 0.045
6. C -0.439
7. S 0.583
8. C -0.635

***

Formula: C24H20Cl5GaN6O2Si
Source: the Open Molecules 2025 dataset
Level of theory: ωB97M-V with the def2-TZVPD basis set

Computed properties:
- net charge = 0
- lowest unoccupied orbital energy (eV) = -0.13
- F_max (eV/A) = 0.63

Cartesian coordinates (Å):
Ga (-0.067, 0.180, -0.001)
Cl (6.662, 1.085, 0.793)
C (5.120, 0.724, 0.099)
C (3.975, 1.024, 0.824)
C (2.719, 0.753, 0.293)
N (1.492, 1.048, 0.901)
C (1.393, 1.678, 2.091)
O (2.279, 1.999, 2.871)
C (-0.032, 2.059, 2.420)
C (-0.301, 2.905, 3.486)
C (-1.611, 3.278, 3.723)
C (-2.611, 2.789, 2.889)
C (-2.252, 1.947, 1.855)
N (-0.989, 1.595, 1.623)
C (2.620, 0.150, -0.984)
C (3.776, -0.145, -1.694)
C (5.021, 0.145, -1.157)
Cl (6.433, -0.224, -2.083)
N (1.317, -0.153, -1.406)
C (1.024, -0.450, -2.685)
O (1.753, -0.400, -3.671)
C (-0.398, -0.932, -2.872)
C (-0.813, -1.357, -4.128)
C (-2.100, -1.845, -4.276)
C (-2.925, -1.895, -3.159)
C (-2.432, -1.439, -1.948)
N (-1.198, -0.960, -1.810)
H (4.062, 1.466, 1.800)
H (0.522, 3.248, 4.097)
H (-1.856, 3.942, 4.542)
H (-3.647, 3.053, 3.046)
H (-2.992, 1.532, 1.180)
H (3.711, -0.597, -2.669)
H (-0.103, -1.303, -4.941)
H (-2.453, -2.190, -5.239)
H (-3.930, -2.288, -3.223)
H (-3.044, -1.457, -1.053)
Cl (-2.875, -1.458, 1.766)
Si (-0.846, -1.581, 1.403)
Cl (0.042, -1.387, 3.237)
Cl (-0.516, -3.475, 0.715)
N (-1.033, 1.619, -1.089)
C (-1.321, 2.307, -1.973)
N (-1.600, 3.074, -2.980)
C (-1.988, 2.486, -4.268)
C (-1.106, 3.040, -5.406)
C (0.053, 3.866, -4.847)
C (-0.482, 5.029, -4.010)
C (-1.418, 4.527, -2.888)
H (-3.045, 2.702, -4.443)
H (-1.880, 1.405, -4.178)
H (-1.705, 3.670, -6.065)
H (-0.721, 2.214, -6.003)
H (0.646, 4.260, -5.672)
H (0.706, 3.232, -4.244)
H (-1.030, 5.712, -4.662)
H (0.347, 5.587, -3.578)
H (-2.400, 5.002, -2.949)
H (-1.007, 4.742, -1.904)

Atoms 1-2, force components in eV/Å:
Ga 0.6164 0.1410 0.0524
Cl 0.0546 0.0411 0.0651

Löwdin atomic charge list, values in e, 8 entries:
1. Ga 0.268
2. Cl 0.662
3. C -0.686
4. C -0.030
5. C -0.176
6. N 0.057
7. C -0.464
8. O 0.055

***

Formula: C2H9NS
Source: the Open Molecules 2025 dataset
Level of theory: ωB97M-V with the def2-TZVPD basis set

Computed properties:
- net charge = 0
- SMILES = CSC.N
- lowest unoccupied orbital energy (eV) = 0.85
- F_max (eV/A) = 4.25

Cartesian coordinates (Å):
C (0.832, 0.641, 1.295)
S (0.097, 1.236, -0.369)
C (-0.124, 3.080, -0.144)
H (0.239, 1.215, 2.037)
H (0.572, -0.398, 1.553)
H (1.934, 0.856, 1.380)
H (-1.095, 3.526, -0.332)
H (0.756, 3.525, -0.777)
H (-0.167, 3.277, 1.028)
N (-0.407, -4.345, -1.226)
H (-0.889, -5.029, -1.903)
H (-0.518, -3.441, -1.857)
H (-1.228, -4.142, -0.684)

Atoms 1-2, force components in eV/Å:
C -0.5459 1.4082 -0.0202
S -0.0634 -0.2023 0.9613

Löwdin atomic charge list, values in e, 8 entries:
1. C -0.393
2. S 0.636
3. C -0.443
4. H 0.013
5. H 0.025
6. H 0.042
7. H 0.004
8. H 0.052

***

| no. | HOMO-LUMO gap (eV) |
| --- | --- |
| 1 | 9.305 |
| 2 | 5.523 |
| 3 | 10.075 |
| 4 | 5.160 |
| 5 | 7.151 |
| 6 | 9.461 |